1.
The following is a quantum chemistry calculation of a structure of composition C32H28I3N3O4PRu, from OMol25.

The geometry in XYZ format:
```
72
C32H28I3N3O4PRu ωB97M-V/def2-TZVPD
Ru 0.63707 -0.25453 0.07127
I 1.37606 -0.70602 7.14470
C 0.54803 -0.98212 5.22288
C 0.17418 -2.28776 4.85340
C -0.32905 -2.49806 3.57333
I -0.95824 -4.40650 2.95399
C -0.40372 -1.50390 2.60498
O -0.74185 -1.67890 1.38366
C 0.04986 -0.09664 2.96684
C -0.99557 0.92728 2.42536
N -0.44330 1.65041 1.29012
C -1.34464 2.23713 0.31583
C -0.52854 2.62037 -0.89627
C -0.82819 3.72930 -1.66816
C -0.03992 4.00531 -2.77671
C 1.03110 3.17768 -3.05925
C 1.28737 2.10507 -2.21550
N 0.51650 1.83311 -1.16550
C 0.40551 0.08868 4.40504
H 0.27182 -3.10793 5.54827
H -1.31021 1.58247 3.24382
H -1.86232 0.37162 2.06686
H 0.25155 2.32228 1.59159
H -1.89451 3.10671 0.69320
H -2.06096 1.46247 0.02851
H -1.66232 4.36755 -1.40647
H -0.25827 4.86094 -3.40256
H 1.67217 3.34920 -3.91209
H 2.12006 1.43854 -2.39818
H 0.68355 1.08509 4.72557
I 0.01491 -7.27780 -2.48762
C 0.80324 -5.32636 -2.33428
C 1.23824 -4.68236 -3.48276
C 1.68556 -3.37359 -3.38956
C 1.71330 -2.71922 -2.16274
C 1.30688 -3.40065 -1.01979
C 0.83791 -4.70377 -1.09830
C 2.19648 -1.27336 -2.12374
O 2.36637 -0.68884 -3.18704
O 2.46709 -0.79072 -0.94892
H 1.22772 -5.19204 -4.43650
H 2.01148 -2.83659 -4.26999
H 1.36784 -2.92923 -0.04619
H 0.50133 -5.21489 -0.20556
C -2.40916 -2.57146 -2.81432
P -2.54324 -1.14344 -1.71800
C -3.44195 -1.71788 -0.25528
C -3.61245 0.05139 -2.56865
O -1.21535 -0.53341 -1.40395
H -3.38842 -2.88300 -3.17840
H -1.95527 -3.38828 -2.25524
H -1.76339 -2.31669 -3.65447
H -4.23670 -2.41039 -0.53303
H -3.87127 -0.87041 0.28000
H -2.71574 -2.21935 0.38799
H -4.57853 -0.39777 -2.80037
H -3.11835 0.35393 -3.49188
H -3.75925 0.93022 -1.94110
N 8.47717 -0.21774 5.64288
C 7.50402 -0.22091 5.03057
C 6.29078 -0.19778 4.27740
C 5.91495 -1.29347 3.49814
C 4.73054 -1.27298 2.79373
C 3.89341 -0.15189 2.86641
C 4.30348 0.96908 3.61250
C 5.48216 0.94203 4.32181
C 2.58248 -0.14071 2.34870
C 1.36830 0.00779 2.17833
H 6.56033 -2.16075 3.46729
H 4.42852 -2.11964 2.19297
H 3.65347 1.83234 3.64806
H 5.78644 1.78488 4.92701
```

Properties
Electronic energy (eV): -82469.1145
Net charge: 0
2S+1: 6
HOMO-LUMO gap (alpha / beta) (eV): 5.849 / 6.745
E_HOMO (alpha / beta) (eV): -6.372 / -8.025
Energy above the lowest of the compared OMol25 structures with the same formula, charge and spin (eV): 1.0072
<S²>: 8.827

Partial charges, Mulliken, in e:
1. Ru 1.48
2. I 0.04
3. C -0.16
4. C -0.44
5. C -0.41
6. I -0.03
7. C -0.85
8. O -0.27
9. C 3.64
10. C -1.49
11. N 0.07
12. C -0.68
13. C 0.79
14. C -0.95
15. C -0.30
16. C -0.99
17. C -0.51
18. N 0.33
19. C -1.14
20. H 0.41
21. H 0.31
22. H 0.40
23. H 0.16
24. H 0.44
25. H -0.09
26. H 0.45
27. H 0.42
28. H 0.45
29. H 0.61
30. H 0.50
31. I 0.06
32. C -0.01
33. C -0.47
34. C -0.55
35. C 0.52
36. C -0.03
37. C -0.75
38. C 0.26
39. O -0.74
40. O -0.84
41. H 0.39
42. H 0.45
43. H 0.42
44. H 0.35
45. C -1.12
46. P 0.84
47. C -1.07
48. C -1.27
49. O -0.46
50. H 0.42
51. H 0.25
52. H 0.34
53. H 0.48
54. H 0.36
55. H 0.10
56. H 0.40
57. H 0.35
58. H 0.32
59. N -0.50
60. C -0.07
61. C 0.62
62. C -0.77
63. C -0.43
64. C -0.31
65. C -0.30
66. C -0.80
67. C 0.92
68. C -1.53
69. H 0.44
70. H 0.60
71. H 0.47
72. H 0.44

2.
The following is a quantum chemistry calculation of a structure of composition C32H28N8Ti in a non-equilibrium geometry, from OMol25.

The geometry in XYZ format:
```
69
C32H28N8Ti ωB97M-V/def2-TZVPD
Ti 0.72819 -0.64549 0.46089
C -3.76457 1.18280 -2.42799
C -2.49040 0.78495 -2.83347
C -1.70123 0.01299 -2.02057
C -2.13546 -0.42711 -0.77888
C -3.45586 -0.10888 -0.40346
C -4.26003 0.69795 -1.22530
N -1.19526 -1.07384 0.03242
C -1.67997 -2.15176 0.76159
C -2.77425 -2.89501 0.40570
C -3.14100 -3.91538 1.27747
C -2.46441 -4.23538 2.40138
C -1.21796 -3.63433 2.63955
C -0.84709 -2.57010 1.86328
N 0.35402 -1.83161 2.06886
N 1.14781 -2.05438 3.05007
C 2.16624 -1.17926 2.94328
C 3.16440 -1.16705 4.01481
C 4.19631 -0.24712 3.91521
C 4.23664 0.64684 2.79210
C 3.22287 0.60281 1.86199
N 2.16290 -0.23767 1.94846
H -4.43784 1.70760 -3.11707
H -2.08296 1.17357 -3.79824
H -0.75469 -0.31399 -2.42331
H -3.89995 -0.48199 0.51173
H -5.25185 0.98118 -0.91147
H -3.27257 -2.70553 -0.50891
H -4.08571 -4.44075 1.04229
H -2.75202 -5.03143 3.05746
H -0.65226 -3.94190 3.51992
H 3.13000 -1.91664 4.81102
H 5.01647 -0.18843 4.63096
H 5.14815 1.24039 2.59627
H 3.26367 1.28352 1.02283
C 0.51971 4.29235 -2.77519
C 0.39785 3.22864 -3.63849
C 0.85955 1.96645 -3.31051
C 1.41111 1.74192 -2.01245
C 1.59242 2.86245 -1.21237
C 1.13197 4.12485 -1.57703
N 1.75211 0.48274 -1.40834
N 2.22388 -0.33201 -2.25876
C 2.57183 -1.58233 -1.79222
C 3.46844 -2.16551 -2.64278
C 4.16350 -3.28174 -2.18539
C 3.84436 -3.73288 -0.91750
C 2.90822 -3.04610 -0.05698
C 2.13854 -1.98847 -0.49688
H 0.14446 5.25352 -3.04760
H -0.05352 3.42840 -4.60656
H 0.73524 1.12474 -3.98732
H 2.00025 2.68525 -0.22182
H 1.28255 4.87113 -0.85390
H 3.67881 -1.72916 -3.56859
H 4.94479 -3.81052 -2.76499
H 4.40831 -4.51105 -0.41503
H 2.73864 -3.45061 0.92041
C -2.64072 3.83409 0.18857
N -2.32680 2.71668 1.07533
C -3.33621 2.17645 2.01787
C -1.22739 2.06333 0.87860
N -0.25106 1.45118 0.84539
H -3.26006 3.49689 -0.65261
H -1.66508 4.20782 -0.15327
H -3.11334 4.64618 0.75037
H -4.26732 2.12640 1.56458
H -3.35743 2.77175 2.92022
H -3.03791 1.15757 2.21437
```

Properties
Electronic energy (eV): -68672.6584
Net charge: 0
2S+1: 3
HOMO-LUMO gap (alpha / beta) (eV): 5.841 / 6.252
E_HOMO (alpha / beta) (eV): -6.377 / -6.916
Energy above the lowest of the compared OMol25 structures with the same formula, charge and spin (eV): 0.0000
<S²>: 2.021

Partial charges, Mulliken, in e:
1. Ti -1.10
2. C -0.85
3. C -0.49
4. C -0.06
5. C -0.83
6. C 0.44
7. C -0.84
8. N 0.62
9. C -0.16
10. C -0.76
11. C -0.48
12. C -0.89
13. C -0.26
14. C 0.35
15. N 1.77
16. N -1.44
17. C 0.25
18. C -0.76
19. C -0.18
20. C -0.92
21. C -0.11
22. N 0.42
23. H 0.36
24. H 0.31
25. H 0.47
26. H 0.67
27. H 0.42
28. H 0.62
29. H 0.32
30. H 0.40
31. H 0.42
32. H 0.46
33. H 0.37
34. H 0.35
35. H 0.24
36. C -0.54
37. C -0.45
38. C -0.33
39. C 0.35
40. C -0.34
41. C -0.71
42. N 0.59
43. N -0.53
44. C 0.57
45. C -0.56
46. C -0.50
47. C -0.86
48. C -0.33
49. C 0.65
50. H 0.44
51. H 0.38
52. H 0.49
53. H 0.07
54. H 0.50
55. H 0.54
56. H 0.33
57. H 0.37
58. H 0.44
59. C -0.76
60. N 0.09
61. C -0.97
62. C 0.32
63. N -0.20
64. H 0.21
65. H 0.23
66. H 0.36
67. H 0.41
68. H 0.32
69. H 0.28